Formula: C24H29Br2FMgNOP
Source: the Open Molecules 2025 dataset
Level of theory: wB97M-V/def2-TZVPD

XYZ file:
```
60
Properties=species:S:1:pos:R:3:lowdin_charge:R:1
Mg -1.14 0.17 -0.92 0.6657
Br 2.11 -1.04 -4.36 0.7749
C 1.42 -2.14 -2.97 -0.5829
C 1.86 -3.45 -2.86 -0.1686
C 1.40 -4.24 -1.83 -0.6209
Br 2.06 -6.02 -1.66 0.7531
C 0.47 -3.74 -0.90 -0.1848
C -0.07 -4.48 0.17 -0.0210
C -0.96 -3.89 1.03 -0.0318
C -1.30 -2.54 0.83 -0.1144
N -0.80 -1.82 -0.14 0.0584
C 0.05 -2.38 -1.02 -0.1411
C 0.52 -1.54 -2.09 -0.4333
O 0.15 -0.33 -2.20 -0.2037
H 2.59 -3.84 -3.56 0.0980
H 0.22 -5.52 0.29 0.0767
H -1.40 -4.44 1.84 0.1079
H -2.00 -2.05 1.50 0.1157
F -6.71 -1.58 -2.98 0.0355
C -5.53 -1.08 -2.54 -0.2912
C -4.43 -1.11 -3.38 -0.0263
C -3.22 -0.63 -2.90 -0.1415
C -3.07 -0.12 -1.61 -0.2232
C -4.21 -0.11 -0.82 -0.1659
C -5.44 -0.58 -1.26 -0.0366
H -4.53 -1.52 -4.38 0.1120
H -2.36 -0.66 -3.56 0.0902
H -4.16 0.28 0.20 0.0770
H -6.31 -0.57 -0.63 0.1085
C 2.61 1.77 -1.38 -0.1213
C 2.60 1.49 0.12 -0.5205
C 3.51 2.48 0.86 -0.1082
P 0.82 1.37 0.72 1.0857
C 0.97 0.22 2.21 -0.5417
C 2.17 0.35 3.16 -0.1061
C -0.35 0.26 2.98 -0.1281
C 0.23 3.03 1.39 -0.5419
C 0.90 3.67 2.61 -0.1026
C 0.14 4.01 0.23 -0.1238
H 3.61 1.62 -1.78 0.0834
H 2.30 2.79 -1.60 0.0731
H 1.93 1.09 -1.90 0.0328
H 2.98 0.47 0.27 0.1090
H 3.23 3.50 0.62 0.0670
H 4.54 2.34 0.53 0.0849
H 3.48 2.34 1.93 0.0532
H 1.05 -0.76 1.73 0.0923
H 2.23 1.32 3.63 0.0583
H 3.11 0.14 2.65 0.0708
H 2.06 -0.40 3.95 0.0815
H -0.44 1.18 3.55 0.0704
H -0.40 -0.58 3.67 0.0829
H -1.19 0.19 2.29 0.0534
H -0.80 2.78 1.69 0.0959
H 1.88 4.07 2.37 0.0640
H 0.99 2.97 3.43 0.0497
H 0.28 4.50 2.96 0.0840
H 1.12 4.40 -0.02 0.0678
H -0.50 4.86 0.48 0.0822
H -0.28 3.53 -0.66 0.0654
```

- Molecular weight: 581.6 g/mol
- Net charge: 0
- HOMO energy: -7.6 eV
- E_tot: -6851.34030 Ha
- Spin multiplicity: 1

Formula: CH8N2O2
Source: the Open Molecules 2025 dataset
Level of theory: wB97M-V/def2-TZVPD

XYZ file:
```
13
Properties=species:S:1:pos:R:3:lowdin_spin:R:1
N -3.38 2.18 -0.69 0.1764
C -2.30 2.45 0.11 0.0870
N -1.33 3.19 -0.24 0.6814
H -3.24 1.35 -1.25 0.0035
H -3.63 3.01 -1.23 -0.0002
H -2.17 1.94 1.07 0.0223
H -0.38 2.84 -0.06 0.0296
H 1.31 -3.34 6.39 0.0000
H 2.61 -2.46 6.31 0.0000
O 1.81 -2.72 5.85 0.0000
H 3.11 -2.59 -5.98 0.0000
H 4.26 -2.83 -5.16 0.0000
O 3.31 -3.02 -5.13 0.0000
```

- Molecular weight: 80.1 g/mol
- Energy relative to the best compared isomer or geometry (same formula, charge and spin): 29.3 kcal per mole
- Net charge: +1
- Expectation value of S²: 0.760
- HOMO energy (spin up / spin down): -13.2 / -13.2 eV
- E_tot: -302.49089 Ha
- Spin multiplicity: 2

Formula: C3H6FN4
Source: the Open Molecules 2025 dataset
Level of theory: wB97M-V/def2-TZVPD

XYZ file:
```
14
Properties=species:S:1:pos:R:3:lowdin_charge:R:1
C 1.75 -0.30 -0.28 -0.1140
C -0.75 0.18 0.14 -0.2257
C 0.35 -0.63 -0.70 -0.1604
N 2.08 0.36 0.72 0.1260
N -2.97 0.22 -0.81 0.2339
N -1.99 -0.02 -0.11 0.0690
N -0.31 0.76 1.26 0.1971
F 0.21 -0.45 -2.10 0.0171
H 2.48 -0.74 -1.01 0.1615
H 0.15 -1.75 -0.41 0.1984
H 3.02 0.68 0.94 0.1227
H -3.87 -0.44 -0.81 0.1758
H 0.77 0.78 1.41 0.0777
H -0.92 1.35 1.76 0.1209
```

- Molecular weight: 117.1 g/mol
- Energy relative to the best compared isomer or geometry (same formula, charge and spin): 15.2 kcal per mole
- Net charge: +1
- HOMO energy: -14.3 eV
- E_tot: -436.42396 Ha
- Spin multiplicity: 1